{"formula": "C10H5ClMnNO5", "method": "wB97M-V/def2-TZVPD", "de_lowest_kcal_mol": 65.1, "orbital_gap_ha": [0.1551, 0.1441], "total_charge": 3, "s_squared": 3.9980, "lumo_ev": [-16.321, -16.486], "multiplicity": 4, "homo_ev": [-20.541, -20.407], "symbols": ["Mn", "Cl", "O", "O", "O", "O", "O", "N", "C", "C", "C", "C", "C", "C", "C", "C", "C", "C", "H", "H", "H", "H", "H"], "xyz": [[0.130, -0.103, 0.284], [-0.494, -0.791, 5.853], [3.563, -1.602, 1.028], [-2.305, -0.767, -1.232], [1.583, -0.188, -2.313], [-1.083, 5.418, -1.488], [0.306, -2.877, 1.066], [-0.770, 0.120, 2.048], [-1.866, 0.886, 2.016], [0.965, -1.872, 0.803], [-2.164, 0.724, 4.414], [-0.339, -0.442, 3.206], [-1.044, -0.112, 4.392], [1.199, -0.130, -1.234], [-1.358, -0.628, -0.568], [2.457, -1.962, 0.989], [-0.293, 4.660, -1.188], [-2.580, 1.209, 3.170], [-0.688, 1.088, -0.574], [-2.185, 1.181, 1.006], [-2.736, 0.900, 5.336], [0.496, -1.136, 3.238], [-3.397, 1.899, 3.047]]}